[1]
Molecular formula: C5H12N2O
Method: DFT, the ωB97M-V functional and the def2-TZVPD basis

Atoms and positions in Å:
C: 0.47 0.36 -0.62
C: 0.24 -0.74 1.94
C: 1.04 1.60 0.02
N: -0.51 -0.80 0.71
C: -0.78 0.44 -1.22
N: -0.49 -2.12 0.23
C: -2.07 0.64 -1.14
O: 1.39 -0.50 -1.17
H: 2.19 -0.03 -1.41
H: -0.13 1.06 -2.37
H: 0.44 -2.46 0.00
H: -1.40 -2.40 -0.12
H: 0.15 0.27 2.36
H: -0.18 -1.43 2.68
H: 1.31 -0.99 1.81
H: 1.59 2.18 -0.72
H: 1.72 1.30 0.82
H: 0.25 2.22 0.45
H: -2.61 1.07 -1.97
H: -2.61 0.31 -0.27

- Strongest force on any atom: 0.1519 hartree/bohr
- HOMO-LUMO gap (spin up / spin down): 7.9266 / 7.9272 eV
- Relative energy (zero: lowest compared OMol25 entry of this formula, charge and spin): 6.984 eV
- E_HOMO (spin up / spin down): -0.266 / -0.266 Eh



[2]
Molecular formula: H14NO10
Method: DFT, the ωB97M-V functional and the def2-TZVPD basis

Atoms and positions in Å:
N: 0.21 -0.02 0.20
O: -0.36 -0.85 0.99
O: 1.44 -0.22 0.03
O: -0.28 1.06 0.21
O: -1.95 -3.11 0.94
H: -1.90 -3.10 -0.05
H: -1.51 -2.32 1.25
O: 2.46 -3.05 -0.25
H: 2.17 -2.93 -0.99
H: 2.52 -2.02 -0.08
O: -0.22 3.68 0.85
H: -0.25 2.73 0.83
H: 0.65 3.83 0.73
O: -2.91 0.22 -0.05
H: -2.81 -0.27 0.76
H: -2.27 0.82 -0.17
O: 3.14 0.16 -2.42
H: 2.50 0.65 -3.03
H: 2.44 -0.01 -1.75
O: -0.35 0.31 3.42
H: -0.18 0.07 2.53
H: -0.49 1.16 3.21
O: -0.88 0.76 -2.52
H: -0.75 1.05 -1.55
H: -0.38 1.40 -3.08

- Strongest force on any atom: 0.2790 hartree/bohr
- HOMO-LUMO gap: 9.8844 eV
- Total charge: -1
- Relative energy (zero: lowest compared OMol25 entry of this formula, charge and spin): 3.480 eV
- E_HOMO: -0.260 Eh



[3]
Molecular formula: C14H15CrNO2
Method: DFT, the ωB97M-V functional and the def2-TZVPD basis

Atoms and positions in Å:
C: -0.39 1.05 -3.66
C: 1.03 1.18 -3.40
C: 1.20 1.97 -2.21
C: -0.11 2.35 -1.74
C: -1.09 1.78 -2.62
Cr: 0.07 0.03 -1.78
N: -1.26 -1.18 -1.87
C: -0.30 -2.24 -2.20
C: 1.10 -1.62 -2.29
H: 2.14 2.35 -1.81
H: 1.84 0.81 -4.04
H: -0.31 3.05 -0.94
H: -2.17 1.96 -2.58
H: -0.84 0.59 -4.54
H: 1.52 -1.67 -3.30
H: -0.31 -3.04 -1.44
H: -2.20 -1.46 -1.62
H: 1.79 -2.02 -1.55
H: -0.58 -2.71 -3.16
O: -1.05 1.47 0.76
C: -0.26 0.54 1.03
O: 0.49 -0.11 0.19
C: -0.15 0.13 2.49
C: 0.52 -1.05 2.87
C: 0.63 -1.39 4.22
C: 0.08 -0.56 5.21
C: -0.61 0.60 4.84
C: -0.73 0.93 3.49
H: 0.94 -1.68 2.09
H: 1.16 -2.30 4.50
H: 0.19 -0.83 6.27
H: -1.05 1.24 5.59
H: -1.28 1.82 3.18

- Strongest force on any atom: 0.0592 hartree/bohr
- HOMO-LUMO gap (spin up / spin down): 1.4840 / 6.8588 eV
- Total charge: -2
- E_HOMO (spin up / spin down): 0.126 / -0.066 Eh
- <S²>: 6.040
- 2S+1: 5



Question: Among the records above, which one has the highest strongest force on any atom?
Answer: H14NO10



Question: The lowest strongest force on any atom belongs to which entry?
Answer: C14H15CrNO2